Record 1
Entry from the OMol25 dataset: a molecular structure, C28H23CuN2O5S2Si at a distorted geometry (ωB97M-V/def2-TZVPD).

Geometry as XYZ:
```
62
Properties=species:S:1:pos:R:3:lowdin_charge:R:1
Cu -0.06 0.21 2.64 0.2312
C 0.09 -3.58 1.72 -0.0773
C -1.16 -2.85 1.40 -0.5855
N -1.35 -1.61 1.55 0.1066
C -2.59 -1.19 1.18 -0.3261
C -3.40 -2.19 0.69 -0.3657
S -2.58 -3.71 0.73 0.9764
C -2.94 0.20 1.34 -0.3247
C -4.09 0.81 0.90 -0.3689
S -4.10 2.48 1.36 0.9822
C -2.52 2.22 2.13 -0.5740
N -2.10 1.03 2.01 0.1004
C -1.83 3.33 2.83 -0.0577
H 0.79 -2.86 2.14 0.0860
H 0.51 -4.03 0.82 0.0674
H -0.09 -4.38 2.45 0.0766
H -4.40 -2.13 0.32 0.0564
H -4.88 0.41 0.30 0.0506
H -2.40 4.26 2.75 0.0635
H -0.83 3.45 2.42 0.0904
H -1.70 3.06 3.88 0.0855
O 0.12 2.39 5.89 -0.0425
C 0.07 1.53 5.01 -0.6392
O 0.71 1.60 3.90 -0.1060
C -0.79 0.24 5.21 -0.6137
O -1.45 0.10 6.24 -0.0353
O -0.73 -0.61 4.26 -0.1142
O 0.62 0.45 0.80 -0.3003
Si 0.98 0.24 -0.69 0.4195
C -0.28 -0.74 -1.74 -0.1957
C 0.03 -1.85 -2.53 -0.1023
C -0.95 -2.55 -3.22 -0.1127
C -2.28 -2.17 -3.11 -0.1202
C -2.61 -1.07 -2.34 -0.1069
C -1.62 -0.37 -1.68 -0.0966
C 2.64 -0.70 -0.89 -0.1981
C 2.69 -1.99 -0.39 -0.1026
C 3.87 -2.71 -0.33 -0.0995
C 5.05 -2.14 -0.80 -0.1240
C 5.01 -0.86 -1.33 -0.1140
C 3.82 -0.15 -1.37 -0.0935
C 1.15 1.84 -1.74 -0.2120
C 0.99 3.09 -1.15 -0.0820
C 1.06 4.26 -1.89 -0.1054
C 1.29 4.20 -3.26 -0.1282
C 1.45 2.97 -3.87 -0.1176
C 1.38 1.81 -3.12 -0.1110
H 1.06 -2.16 -2.61 0.0900
H -0.68 -3.40 -3.82 0.0886
H -3.04 -2.72 -3.64 0.0875
H -3.65 -0.77 -2.24 0.0960
H -1.89 0.47 -1.06 0.0995
H 1.78 -2.43 -0.02 0.0732
H 3.89 -3.71 0.08 0.0932
H 5.98 -2.69 -0.74 0.0868
H 5.93 -0.41 -1.70 0.0882
H 3.81 0.86 -1.77 0.0928
H 0.81 3.13 -0.09 0.1001
H 0.93 5.22 -1.41 0.0923
H 1.35 5.11 -3.84 0.0855
H 1.64 2.92 -4.94 0.0878
H 1.50 0.85 -3.60 0.0992
```

Computed properties:
LUMO energy, Ha: 0.146
Energy relative to the best compared isomer or geometry (same formula, charge and spin), kJ/mol: 10.31
Net charge: -2
E_HOMO, eV: 0.53
Strongest force on any atom, Eh/bohr: 0.0379

***

Record 2
Entry from the OMol25 dataset: 2 unconnected molecules or ions with the total composition C28H23FN6O6 at a distorted geometry (ωB97M-V/def2-TZVPD).

Geometry as XYZ:
```
64
Properties=species:S:1:pos:R:3:lowdin_charge:R:1
O 2.25 1.25 1.30 0.0982
N 1.06 0.91 1.37 -0.3008
O 0.18 1.65 1.88 0.0482
C 0.57 -0.37 0.88 -0.0443
C -0.79 -0.62 0.95 0.0966
C -1.30 -1.93 0.76 -0.1112
N -2.75 -2.08 0.86 -0.3019
O -3.44 -1.05 0.69 0.0636
O -3.25 -3.21 1.10 0.0642
C -0.46 -3.03 0.43 0.0941
C 0.88 -2.72 0.32 -0.1197
N 1.97 -3.59 0.10 -0.1496
O 2.03 -4.78 -0.16 0.0989
O 3.12 -2.84 0.30 0.0683
N 2.82 -1.52 0.64 0.1689
C 1.46 -1.46 0.58 -0.1407
H -1.47 0.18 1.24 0.1382
H -0.73 -4.06 0.67 0.1240
F 0.81 -0.34 -2.76 0.0114
C 0.02 -1.11 -3.66 -0.2804
C -0.31 -0.23 -4.88 -0.1758
C 0.33 0.99 -5.12 -0.0164
C -0.09 1.79 -6.19 -0.0726
C -1.11 1.36 -7.04 -0.0877
C -1.76 0.14 -6.80 -0.0666
C -1.33 -0.66 -5.73 -0.0559
C 0.84 -2.35 -4.04 -0.1261
C 1.13 -2.68 -5.36 -0.0159
C 1.92 -3.81 -5.65 -0.0632
C 2.43 -4.59 -4.62 -0.0832
C 2.15 -4.25 -3.29 -0.0855
C 1.35 -3.15 -3.01 -0.0310
C -1.27 -1.43 -2.86 -0.1769
C -2.17 -0.18 -2.66 -0.0940
C -3.55 -0.51 -3.21 -0.1401
C -3.58 -2.03 -3.36 -0.1426
N -2.16 -2.45 -3.48 -0.0656
C -1.93 -3.79 -3.11 -0.2167
C -2.21 -4.17 -1.79 -0.0040
C -1.38 -5.15 -1.24 -0.1695
N -0.32 -5.59 -1.91 0.0631
C -0.43 -5.63 -3.26 -0.1293
C -1.25 -4.72 -3.94 0.0207
H 1.14 1.32 -4.47 0.1196
H 0.41 2.76 -6.35 0.1057
H -1.41 1.98 -7.89 0.1020
H -2.58 -0.20 -7.43 0.1065
H -1.78 -1.64 -5.55 0.1157
H 0.73 -2.07 -6.17 0.1124
H 2.10 -4.06 -6.70 0.1064
H 3.03 -5.48 -4.83 0.1092
H 2.52 -4.87 -2.47 0.0975
H 1.07 -2.91 -1.98 0.0884
H -0.95 -1.83 -1.87 0.1247
H -2.22 -0.02 -1.57 0.0996
H -1.74 0.72 -3.10 0.1211
H -4.34 -0.18 -2.52 0.1142
H -3.70 -0.05 -4.19 0.1067
H -4.04 -2.49 -2.48 0.1079
H -4.13 -2.39 -4.25 0.1249
H -2.94 -3.68 -1.16 0.0917
H -1.51 -5.52 -0.23 0.1139
H 0.22 -6.33 -3.80 0.1204
H -1.25 -4.63 -5.03 0.1202
```

Computed properties:
LUMO energy, Ha: -0.097
Energy relative to the best compared isomer or geometry (same formula, charge and spin), kJ/mol: 73.30
E_HOMO, eV: -8.94
SMILES: O=[N+]([O-])c1cc([N+](=O)[O-])c2no[n+]([O-])c2c1.FC(c1ccccc1)(c1ccccc1)[C@H]1CCCN1c1ccncc1
Strongest force on any atom, Eh/bohr: 0.0592

***

Record 3
Entry from the OMol25 dataset: 2 unconnected molecules or ions with the total composition C28H23NO at a distorted geometry (ωB97M-V/def2-TZVPD).

Geometry as XYZ:
```
53
Properties=species:S:1:pos:R:3:lowdin_charge:R:1
C 0.91 -2.60 3.26 -0.0502
C 0.37 -1.22 3.19 -0.2572
C 1.28 -0.24 3.15 -0.2775
N 2.08 0.64 3.12 0.1432
C -1.03 -0.91 3.21 -0.1907
C -2.02 -1.90 3.22 -0.0394
C -3.35 -1.57 3.23 -0.0979
C -3.74 -0.24 3.23 -0.1041
C -2.78 0.76 3.21 -0.0896
C -1.45 0.43 3.20 -0.0286
H 0.15 -3.37 3.19 0.0613
H 1.62 -2.77 2.45 0.0696
H 1.44 -2.75 4.20 0.0908
H -1.74 -2.94 3.23 0.0893
H -4.10 -2.35 3.24 0.1003
H -4.78 0.01 3.24 0.0949
H -3.08 1.79 3.21 0.1019
H -0.70 1.21 3.19 0.1023
C -1.18 5.92 -1.25 -0.0894
C -0.11 5.48 -2.00 -0.0809
C -0.23 4.35 -2.78 -0.0155
C -1.43 3.64 -2.82 -0.2187
O -1.55 2.44 -3.56 -0.0097
C -0.96 1.27 -3.02 -0.1971
C -1.71 0.41 -2.19 0.0080
C -1.12 -0.65 -1.57 -0.0085
C 0.25 -0.95 -1.74 -0.1974
C 0.78 -2.05 -1.04 0.0572
C 2.10 -2.57 -0.91 -0.2037
C 2.25 -3.84 -0.32 -0.0379
C 3.49 -4.42 -0.17 -0.0790
C 4.62 -3.76 -0.60 -0.0729
C 4.51 -2.50 -1.16 -0.0702
C 3.28 -1.91 -1.31 -0.0170
C 0.98 -0.12 -2.64 -0.0053
C 0.39 0.95 -3.25 0.0040
C -2.51 4.11 -2.07 -0.0140
C -2.38 5.24 -1.28 -0.0837
H -1.08 6.80 -0.63 0.1024
H 0.83 6.01 -1.96 0.1061
H 0.60 4.00 -3.36 0.1080
H -2.75 0.64 -2.03 0.1202
H -1.71 -1.29 -0.93 0.1168
H 0.04 -2.63 -0.50 0.1087
H 1.37 -4.36 0.02 0.1111
H 3.57 -5.40 0.28 0.1070
H 5.59 -4.22 -0.49 0.1049
H 5.40 -1.98 -1.48 0.1085
H 3.24 -0.90 -1.66 0.0921
H 1.99 -0.37 -2.88 0.0924
H 0.96 1.58 -3.91 0.1165
H -3.43 3.56 -2.08 0.1135
H -3.21 5.57 -0.68 0.1051
```

Computed properties:
LUMO energy, Ha: -0.101
Energy relative to the best compared isomer or geometry (same formula, charge and spin), kJ/mol: 305.46
E_HOMO, eV: -5.57
Strongest force on any atom, Eh/bohr: 0.1270